Molecular formula: C5H7NO
Method: DFT, the ωB97M-V functional and the def2-TZVPD basis

Computed properties:
- DFT total energy (Ha) = -324.665308
- SMILES = O=C1CC=CCN1
- ΔE to the lowest compared entry with this formula, charge and spin (eV) = 1.6098
- orbital gap (Ha) = 0.372
- total charge = 0

Geometry as XYZ:
```
14
Properties=species:S:1:pos:R:3:forces:R:3:nbo_charge:R:1
N -0.503750 1.285328 0.194951 0.04 0.15 -0.40 -0.645
C -1.393922 0.105499 0.402173 0.09 -0.08 0.21 -0.266
C 0.579561 -1.141454 -0.277171 0.15 -0.82 1.11 -0.153
H -1.558809 -0.105019 1.466423 0.11 0.21 -0.05 0.209
H 2.498648 -0.208392 0.455229 -0.45 -0.02 -0.21 0.245
C -0.758685 -1.094855 -0.277508 0.50 -0.15 0.48 -0.218
H -2.376806 0.371770 -0.013098 0.33 -0.27 0.06 0.219
H -0.860090 1.834565 -0.576896 -0.27 0.12 0.06 0.381
O 1.191700 1.122350 -1.371961 0.24 1.34 0.39 -0.604
H 1.188100 -0.055543 1.680382 -0.28 -0.30 -0.64 0.230
H 1.163165 -1.713251 -0.992548 -0.15 -0.40 0.42 0.231
C 0.779446 0.905521 -0.246434 0.04 0.46 -0.57 0.677
C 1.417549 -0.116460 0.602109 -0.50 -0.66 -0.57 -0.531
H -1.365170 -1.877100 -0.730835 0.14 0.41 -0.29 0.224
```
Positions in Å, forces in eV/Å.